75
Properties=species:S:1:pos:R:3:forces:R:3 method="wB97M-V/def2-TZVPD" total_charge=-1 orbital_gap_ev=6.5
C 3.7370 2.1214 1.7526 0.1 -0.8 -1.1
N 2.6134 2.8363 1.0809 0.3 -0.1 1.3
C 2.0456 3.9498 1.9048 -0.9 -0.2 -0.1
Ga -0.0145 3.6254 2.0398 0.8 1.9 0.2
I -1.1804 3.7899 -0.3482 0.1 -0.3 0.4
O -0.3276 1.9047 2.8639 -0.8 -3.1 -4.6
C -0.3839 0.9436 1.8227 2.7 -2.0 2.0
N -0.0954 -0.0690 1.2114 -1.9 4.8 2.3
H 4.7184 2.4976 1.2679 -1.3 -0.7 1.1
H 3.7688 2.2354 2.8903 -0.1 0.0 -1.4
H 3.6043 0.9997 1.5106 0.6 1.8 0.5
H 1.8851 2.1768 0.7635 0.8 0.5 0.5
H 2.4188 3.9419 2.9997 -0.3 0.0 -1.7
H 2.2392 4.9695 1.4218 -0.1 -1.3 0.8
H -0.7084 4.8141 2.9004 -0.1 -0.5 0.0
C -5.8273 2.0754 -0.5598 -0.2 -0.3 0.9
C -4.9617 1.5202 -1.6448 0.0 -0.3 -0.4
O -4.8214 2.6087 -2.5344 0.1 0.2 0.6
C -4.9232 3.7251 -1.7578 0.5 1.8 -0.2
O -4.5901 4.8223 -2.1085 -0.6 -1.2 0.3
O -5.4432 3.4403 -0.5309 0.3 0.1 -1.0
F -5.5867 0.5066 -2.2976 0.0 -0.2 -0.2
H -6.8944 2.0035 -0.7915 0.1 -0.1 -0.2
H -5.6449 1.5966 0.4018 0.0 0.2 -0.1
H -3.9744 1.1909 -1.3079 -0.1 -0.1 -0.1
C -6.4387 4.5770 2.6443 0.5 0.8 -0.6
C -6.4862 4.1632 4.0796 -0.4 0.1 0.2
O -6.9683 2.8374 4.0184 0.5 0.0 -0.3
C -6.5474 2.3547 2.8150 0.1 -1.2 -0.8
O -6.5329 1.1921 2.5257 -0.1 1.0 0.3
O -6.1384 3.3542 1.9846 -0.4 -0.7 1.1
F -7.3776 4.9146 4.7753 0.0 0.1 0.3
H -7.3976 4.9588 2.2824 0.0 0.0 0.2
H -5.6691 5.3257 2.4524 -0.1 -0.5 -0.2
H -5.5155 4.1784 4.5847 -0.1 0.0 0.1
C 3.2012 -2.8348 0.6977 -0.5 -0.2 0.9
C 4.0608 -3.3942 -0.3912 -0.1 -0.1 -0.4
O 4.2099 -2.3063 -1.2775 0.2 -0.2 0.6
C 4.1196 -1.1889 -0.4982 0.2 2.0 -0.2
O 4.4599 -0.0984 -0.8451 -0.3 -1.1 0.2
O 3.5985 -1.4728 0.7286 0.4 -0.1 -0.6
F 3.4261 -4.4000 -1.0462 0.1 -0.3 -0.2
H 2.1338 -2.8964 0.4665 0.1 -0.1 -0.2
H 3.3800 -3.3178 1.6596 0.1 0.2 0.0
H 5.0457 -3.7336 -0.0568 -0.1 -0.2 -0.1
C 1.7286 -6.2641 -4.4416 -0.8 0.6 -0.3
C 2.6747 -6.4731 -3.3036 -0.2 -0.1 0.8
O 3.4215 -7.6042 -3.7070 0.1 0.4 -0.7
C 3.4337 -7.5626 -5.0678 0.6 -0.7 -0.9
O 4.1854 -8.1958 -5.7534 -0.7 0.5 0.5
O 2.4921 -6.7071 -5.5555 0.6 -0.5 0.3
F 2.0072 -6.7813 -2.1673 0.1 0.0 0.1
H 0.8243 -6.8732 -4.3558 0.1 0.0 0.2
H 1.4377 -5.2189 -4.5549 0.1 -0.1 -0.2
H 3.3500 -5.6329 -3.1205 -0.1 -0.1 0.2
C 7.1345 -8.8300 -5.4474 -0.8 0.0 -0.6
C 8.6182 -8.6495 -5.4785 0.3 0.6 0.0
O 8.9907 -8.8038 -4.1244 -0.3 -0.5 -0.2
C 8.0605 -9.6427 -3.5857 -0.2 -0.8 1.4
O 8.1945 -10.2132 -2.5424 -0.1 0.6 -0.9
O 6.9631 -9.7577 -4.3849 0.7 0.0 0.3
F 8.9485 -7.3969 -5.8762 0.2 0.0 -0.1
H 6.6017 -7.9057 -5.2114 0.2 0.0 -0.1
H 6.7439 -9.2295 -6.3840 -0.1 -0.1 0.2
H 9.1484 -9.3843 -6.0917 0.1 0.2 0.0
C -4.0851 8.3406 5.0976 0.9 0.1 0.4
C -5.5280 8.0666 5.3797 -0.4 0.4 0.3
O -6.1164 8.0826 4.0956 0.5 -0.5 0.1
C -5.1330 7.6798 3.2413 0.2 -0.2 -1.6
O -5.3265 7.3145 2.1182 0.2 0.6 1.1
O -3.9040 7.7362 3.8256 -0.7 -0.1 -0.2
F -6.0776 9.0610 6.1184 -0.2 0.0 0.2
H -3.8650 9.4096 5.0265 -0.2 0.0 0.1
H -3.4230 7.8950 5.8416 0.0 -0.1 -0.2
H -5.7177 7.1014 5.8588 -0.1 0.1 0.1